(1)
76
Properties=species:S:1:pos:R:3:mulliken_charge:R:1 method="wB97M-V/def2-TZVPD" homo_ev=-9.2 smiles="COCCNCCOC.NC(N)=O.NC(N)=O.NC(N)=O.NC(N)=O.NC(N)=O.CO.CO" orbital_gap_ev=9.70 spin_multiplicity=1 e_tot_ev=-49000.0688 e_lumo_ev=0.46
C -1.873 3.781 -0.520 -0.878
O -2.294 2.460 -0.377 -0.172
C -3.180 2.241 0.703 -0.337
C -4.034 1.026 0.566 -1.034
N -3.206 -0.196 0.516 0.267
C -4.002 -1.394 0.475 -0.779
C -3.098 -2.585 0.382 -0.262
O -3.873 -3.719 0.028 -0.391
C -3.247 -4.952 0.144 -0.737
H -2.698 4.488 -0.753 0.316
H -1.233 3.777 -1.437 0.243
H -1.253 4.070 0.291 0.289
H -3.795 3.156 0.880 0.539
H -2.520 2.180 1.593 0.130
H -4.773 1.098 -0.232 0.434
H -4.664 1.013 1.480 0.446
H -2.795 -0.219 1.404 -0.168
H -4.558 -1.405 -0.462 0.319
H -4.755 -1.411 1.239 0.379
H -2.459 -2.751 1.243 0.339
H -2.394 -2.346 -0.446 0.207
H -2.258 -4.939 -0.275 0.312
H -3.913 -5.660 -0.375 0.250
H -3.167 -5.180 1.201 0.300
N 0.510 -1.102 -7.230 -0.356
C -0.566 -1.123 -6.355 0.514
N -0.205 -0.994 -4.984 -0.224
O -1.714 -1.258 -6.703 -0.607
H 1.425 -1.024 -6.750 0.173
H 0.450 -1.217 -8.216 0.202
H 0.765 -0.930 -4.658 0.154
H -0.981 -0.982 -4.354 0.130
N 6.047 -2.654 -0.508 -0.452
C 4.952 -1.845 -0.356 0.653
N 4.013 -1.965 -1.263 -0.177
O 4.891 -0.886 0.437 -0.754
H 6.976 -2.273 -0.265 0.273
H 5.988 -3.191 -1.328 0.175
H 4.024 -2.532 -2.065 0.182
H 3.096 -1.608 -1.083 0.016
N -1.474 -0.330 5.014 -0.534
C -0.965 0.647 4.184 0.234
N -0.401 1.663 4.744 -0.279
O -1.098 0.452 2.965 -0.238
H -2.045 -1.006 4.537 0.240
H -1.703 -0.100 5.992 0.178
H -0.286 2.421 4.035 0.256
H -0.235 1.680 5.754 0.189
N 0.235 -1.063 0.151 -0.192
C 0.410 -0.486 -1.182 0.453
N -0.695 0.185 -1.678 -0.118
O 1.418 -0.710 -1.824 -0.756
H -0.680 -0.862 0.548 0.101
H 1.063 -0.923 0.730 0.270
H -1.543 0.418 -1.108 0.018
H -0.626 0.662 -2.548 0.250
N 2.067 3.521 2.097 -0.451
C 0.826 3.010 1.887 0.329
N 0.653 1.884 1.200 0.878
O -0.132 3.533 2.447 -0.815
H 2.064 4.526 2.240 0.311
H 2.771 3.239 1.437 0.217
H 1.490 1.230 1.182 0.121
H -0.241 1.411 1.367 -0.409
C 2.388 -0.720 2.811 -0.570
O 2.454 -0.294 1.490 -0.440
H 1.729 -0.046 3.394 0.011
H 2.066 -1.758 2.854 0.287
H 3.392 -0.580 3.281 0.332
H 3.275 -0.465 1.062 0.192
C 3.564 2.222 -1.659 -0.311
O 2.722 1.695 -2.589 -0.546
H 4.180 2.975 -2.091 0.402
H 2.997 2.752 -0.867 -0.071
H 4.225 1.528 -1.083 0.155
H 2.505 0.742 -2.361 0.393

(2)
52
Properties=species:S:1:pos:R:3:mulliken_charge:R:1 method="wB97M-V/def2-TZVPD" homo_ev="-5.6 / -5.6" relative_energy_kj_mol=136.1 orbital_gap_ev="4.29 / 4.23" spin_multiplicity=4 e_tot_ev=-65894.8413 e_lumo_ev="-1.30 / -1.41"
P 0.746 0.583 -1.907 0.875
P -2.054 -0.944 0.207 0.747
C -0.305 -0.855 -2.012 -0.478
C -1.798 -0.621 -1.581 -0.972
H 0.195 -1.663 -1.421 -0.331
H -0.346 -1.193 -3.076 0.743
H -2.155 0.418 -1.693 0.233
H -2.452 -1.319 -2.155 0.440
C -2.307 -2.820 -0.308 -1.727
H -2.588 -3.495 0.518 0.390
H -1.434 -3.216 -0.861 0.321
H -3.145 -2.831 -1.022 0.550
C -3.694 -0.640 0.820 -1.032
H -4.412 -1.386 0.432 0.421
H -3.891 0.393 0.496 0.255
H -3.607 -0.693 1.921 0.295
C 2.052 -0.069 -3.084 -1.560
H 2.947 0.568 -3.091 0.447
H 1.667 -0.114 -4.119 0.493
H 2.373 -1.088 -2.811 0.325
C -0.048 1.857 -2.914 -1.268
H -1.135 1.804 -2.802 0.454
H 0.221 1.633 -3.959 0.389
H 0.294 2.866 -2.653 0.321
V -2.231 3.095 1.306 0.774
C 0.558 -2.114 1.135 0.242
C 1.475 -2.627 0.324 -0.920
C 2.885 -2.220 0.290 -0.552
C 3.322 -0.954 1.224 -0.694
C 3.169 0.167 0.306 -1.179
C 1.844 0.628 -0.256 0.184
C 0.693 0.515 0.758 0.256
C 0.562 -0.679 1.704 -1.691
C -0.818 4.689 2.074 -1.035
H -0.290 -2.715 1.473 0.799
H 1.222 -3.507 -0.391 0.276
H 3.053 -1.754 -0.699 0.039
H 3.508 -3.139 0.320 0.515
H 2.807 -0.858 2.221 0.225
H 4.387 -1.040 1.435 0.450
H 3.871 1.005 0.420 0.267
H 2.046 1.710 -0.455 0.500
H -0.321 0.686 0.315 -0.597
H 0.792 1.390 1.440 0.475
H 1.215 -0.655 2.617 0.608
H -0.413 -0.547 2.215 0.512
H -1.446 5.556 2.411 0.307
H -0.134 4.807 1.201 0.313
H -0.332 4.237 2.927 0.245
O -1.798 1.516 4.204 -0.469
N -1.912 2.322 3.212 0.310
O -2.841 3.309 3.344 -0.495

(3)
9
Properties=species:S:1:pos:R:3:mulliken_charge:R:1 method="wB97M-V/def2-TZVPD" homo_ev=-9.5 relative_energy_kj_mol=10.7 smiles="S=c1nnoc(=S)[nH]1" orbital_gap_ev=7.70 spin_multiplicity=1 e_tot_ev=-30275.5798 e_lumo_ev=-1.82
S 0.053 0.381 -2.784 -0.226
C -0.042 -0.077 -1.215 0.316
N -0.530 -1.420 -0.892 -0.074
N -0.674 -1.818 0.222 -0.027
O -0.368 -0.916 1.381 -0.189
C 0.163 0.280 1.196 0.374
S 0.628 1.210 2.477 -0.309
N 0.225 0.697 -0.109 -0.113
H 0.545 1.664 -0.276 0.248

(4)
33
Properties=species:S:1:pos:R:3:mulliken_charge:R:1 method="wB97M-V/def2-TZVPD" homo_ev=-5.8 relative_energy_kj_mol=0.0 orbital_gap_ev=8.42 spin_multiplicity=1 total_charge=-1 e_tot_ev=-58502.7339 e_lumo_ev=2.60
Zn 16.397 -17.318 -10.902 0.597
B 15.036 -15.891 -9.898 0.383
H 15.123 -16.536 -8.931 -0.351
H 14.315 -15.001 -9.740 -0.229
H 16.098 -15.558 -10.139 -0.158
H 14.677 -16.505 -10.791 -0.285
B 18.373 -17.326 -10.087 0.651
H 18.025 -18.229 -10.689 -0.270
H 18.053 -16.453 -10.747 -0.111
H 17.734 -17.193 -9.123 -0.300
H 19.507 -17.278 -9.879 -0.252
B 16.276 -16.893 -12.966 0.119
H 16.085 -16.706 -14.092 -0.229
H 15.416 -17.534 -12.561 -0.280
H 17.241 -17.524 -12.826 -0.215
H 16.326 -15.852 -12.467 -0.219
C 13.372 -19.084 -11.155 -1.590
C 14.398 -19.297 -10.041 0.500
C 14.127 -20.618 -9.274 -0.839
O 15.218 -20.737 -8.366 -0.341
C 15.136 -21.816 -7.482 -0.785
N 15.801 -19.298 -10.632 -0.441
H 13.510 -18.191 -11.756 0.358
H 12.409 -18.971 -10.641 0.389
H 13.303 -19.935 -11.837 0.360
H 14.376 -18.477 -9.324 0.141
H 14.108 -21.567 -9.821 0.429
H 13.204 -20.441 -8.710 0.396
H 14.477 -21.556 -6.651 0.268
H 16.106 -22.071 -7.046 0.262
H 14.892 -22.750 -8.006 0.309
H 15.807 -20.089 -11.277 0.269
H 16.154 -19.757 -9.779 0.464

(5)
20
Properties=species:S:1:pos:R:3:mulliken_charge:R:1 method="wB97M-V/def2-TZVPD" homo_ev=-10.3 relative_energy_kj_mol=139.2 smiles=CCC.CCO orbital_gap_ev=11.28 spin_multiplicity=1 e_tot_ev=-7458.3423 e_lumo_ev=0.97
C 0.530 1.976 -0.273 -1.036
C 1.704 1.209 -0.928 -0.284
C 1.206 0.374 -2.123 -1.118
H 0.796 2.002 0.779 0.308
H -0.396 1.532 -0.647 0.252
H 0.213 2.958 -0.639 0.376
H 2.522 1.885 -1.241 0.315
H 2.275 0.683 -0.170 0.327
H 1.986 -0.128 -2.733 0.342
H 0.635 -0.479 -1.787 0.226
H 0.686 1.122 -2.721 0.310
C -0.588 -1.938 1.588 -0.929
C -1.637 -0.915 1.089 -0.074
O -2.872 -1.057 1.765 -0.513
H 0.287 -1.725 0.966 0.231
H -0.948 -2.962 1.465 0.359
H -0.461 -1.740 2.660 0.288
H -1.244 0.081 1.341 0.098
H -1.649 -0.891 -0.024 0.205
H -3.045 -1.987 1.633 0.319

(6)
18
Properties=species:S:1:pos:R:3:mulliken_charge:R:1 method="wB97M-V/def2-TZVPD" homo_ev=-8.8 relative_energy_kj_mol=241.4 smiles="CNC(=O)O.CN=C=N" orbital_gap_ev=9.42 spin_multiplicity=1 e_tot_ev=-12857.4257 e_lumo_ev=0.60
C 1.670 -0.667 1.557 -0.973
N 1.064 0.167 0.524 -0.312
C 1.433 -0.068 -0.845 0.580
O 2.091 -1.016 -1.185 -0.577
O 1.428 1.116 -1.512 -0.458
H 1.516 -0.208 2.533 0.329
H 1.210 -1.654 1.534 0.302
H 2.734 -0.784 1.360 0.338
H 0.903 1.142 0.767 0.407
H 1.890 0.984 -2.351 0.342
C -2.592 -0.296 -1.305 -0.851
N -1.298 -0.010 -0.757 -0.313
C -1.063 0.252 0.440 0.751
N -1.292 0.717 1.568 -0.669
H -2.519 -0.367 -2.390 0.279
H -3.347 0.459 -1.061 0.296
H -2.967 -1.254 -0.928 0.284
H -0.862 1.486 2.051 0.248

(7)
46
Properties=species:S:1:pos:R:3:mulliken_charge:R:1 method="wB97M-V/def2-TZVPD" homo_ev="-15.0 / -14.7" relative_energy_kj_mol=249.4 orbital_gap_ev="5.42 / 4.43" spin_multiplicity=3 total_charge=+2 e_tot_ev=-59745.3794 e_lumo_ev="-9.61 / -10.27"
C 0.060 1.560 -3.095 -0.836
C 0.048 1.478 -1.624 0.685
H 0.053 2.565 -3.521 0.475
H -0.768 1.026 -3.564 0.120
H 0.904 1.053 -3.567 0.124
O 0.019 2.390 -0.888 -0.088
I -0.001 -1.225 1.498 0.218
Au 0.069 -1.319 -2.030 0.389
P 2.298 -0.483 -1.255 0.445
C 2.773 0.611 0.144 -0.975
C 3.391 -1.841 -0.731 -1.089
H 4.465 -1.672 -0.735 0.427
H 4.389 0.124 -2.531 0.425
H 3.232 -2.737 -1.338 0.414
H 3.075 -0.377 -3.553 0.458
H 2.686 0.021 1.074 0.289
H 3.156 -2.166 0.270 0.341
C 3.311 0.168 -2.649 -1.306
H 3.819 1.012 0.066 0.414
H 3.073 1.195 -2.871 0.378
H 2.052 1.451 0.288 0.245
P -2.189 -0.529 -1.225 0.685
C -2.715 0.607 0.113 -1.081
C -3.211 0.114 -2.610 -1.277
H -3.187 -2.749 -1.303 0.370
H -4.379 -1.634 -0.673 0.447
H -3.085 -2.193 0.312 0.349
C -3.316 -1.854 -0.686 -1.121
H -2.981 -0.457 -3.495 0.428
H -4.281 0.076 -2.458 0.448
H -3.755 0.997 -0.049 0.415
H -1.996 1.451 0.246 0.268
H -2.968 1.134 -2.845 0.404
H -2.690 0.052 1.070 0.335
Cl -0.740 -2.731 -3.630 -0.359
C -1.088 0.828 4.965 -0.953
N -0.117 0.445 3.939 0.116
C 0.896 -0.443 4.504 -0.912
C 0.092 1.222 2.829 0.447
N 0.122 2.141 2.020 -0.479
H -0.688 0.573 5.987 0.341
H -2.070 0.334 4.766 0.291
H -1.268 1.909 4.834 0.332
H 0.885 -1.455 4.056 0.291
H 1.915 -0.103 4.354 0.333
H 0.707 -0.570 5.594 0.331

(8)
17
Properties=species:S:1:pos:R:3:mulliken_charge:R:1 method="wB97M-V/def2-TZVPD" homo_ev=-11.4 relative_energy_kj_mol=480.7 smiles="CC[C@](C)(C#N)[N+](=O)[O-]" orbital_gap_ev=11.38 spin_multiplicity=1 e_tot_ev=-12385.9536 e_lumo_ev=-0.05
C -0.538 -0.381 -1.759 -1.405
C 0.180 0.179 -0.512 -0.518
C -0.088 -0.640 0.731 1.153
C -0.078 0.227 2.052 -1.567
C 0.953 -1.762 0.786 -0.139
N 1.800 -2.557 0.660 -0.484
N -1.428 -1.230 0.773 1.020
O -1.461 -2.411 1.080 -0.603
O -2.384 -0.518 0.634 -0.577
H -1.610 -0.234 -1.597 0.384
H -0.322 0.094 -2.693 0.420
H -0.215 -1.352 -1.997 0.367
H 1.219 0.147 -0.679 0.501
H -0.276 1.169 -0.385 0.269
H -0.427 -0.097 3.013 0.362
H 0.944 0.430 2.166 0.395
H -0.761 1.024 1.783 0.420

(9)
55
Properties=species:S:1:pos:R:3:mulliken_charge:R:1 method="wB97M-V/def2-TZVPD" homo_ev=-0.7 relative_energy_kj_mol=106.5 orbital_gap_ev=3.99 spin_multiplicity=1 total_charge=-2 e_tot_ev=-108073.7699 e_lumo_ev=3.29
In -13.569 -18.283 0.420 1.057
S -15.483 -19.888 0.808 -0.395
C -17.094 -19.220 1.035 0.493
N -17.942 -19.990 1.693 -0.590
N -19.261 -19.421 1.883 -0.098
C -20.212 -19.481 0.841 0.542
C -19.788 -19.353 -0.514 -0.092
C -20.746 -19.298 -1.501 -0.817
C -22.074 -19.153 -1.145 -0.420
C -22.452 -19.165 0.211 -0.462
C -21.505 -19.336 1.161 -0.543
N -17.460 -17.920 0.545 -0.266
N -16.514 -17.221 0.105 0.150
C -16.825 -16.003 -0.503 0.002
C -18.106 -15.807 -1.177 -0.295
C -18.301 -14.667 -1.814 -0.524
C -17.388 -13.606 -1.827 -0.548
C -16.204 -13.755 -1.115 -0.658
C -15.895 -14.943 -0.494 -0.126
H -19.558 -19.794 2.790 0.289
H -18.748 -19.381 -0.835 0.466
H -20.425 -19.362 -2.518 0.402
H -22.829 -19.188 -1.950 0.301
H -23.514 -19.087 0.425 0.332
H -21.767 -19.216 2.190 0.303
H -18.885 -16.493 -0.988 0.510
H -19.217 -14.418 -2.323 0.317
H -17.472 -12.754 -2.475 0.372
H -15.509 -12.955 -1.125 0.426
H -14.962 -15.061 -0.043 0.464
S -13.152 -17.146 -1.768 -0.496
S -11.412 -14.834 -3.028 -0.322
S -11.192 -13.501 -0.173 -0.455
S -12.703 -16.142 1.003 -0.402
F -9.246 -8.920 -2.615 -0.252
C -10.170 -9.031 -3.560 0.983
F -11.075 -8.028 -3.434 -0.286
F -9.527 -8.835 -4.729 -0.286
C -10.651 -10.426 -3.613 0.219
C -11.900 -10.825 -3.167 -0.688
C -12.132 -12.156 -2.967 -0.241
C -11.150 -13.127 -3.359 0.339
C -10.029 -12.689 -4.029 -0.639
C -9.772 -11.364 -4.099 -0.696
C -11.738 -14.801 -1.221 0.202
C -12.424 -15.913 -0.767 -0.132
H -12.731 -10.174 -2.849 0.342
H -12.954 -12.469 -2.328 0.474
H -9.256 -13.442 -4.195 0.318
H -8.817 -11.092 -4.467 0.373
F -12.654 -18.959 2.694 -0.363
B -11.727 -19.832 2.086 0.626
F -12.468 -20.149 0.719 -0.560
F -10.533 -19.213 1.675 -0.370
F -11.620 -20.975 2.731 -0.281

(10)
69
Properties=species:S:1:pos:R:3:mulliken_charge:R:1 method="wB97M-V/def2-TZVPD" homo_ev=-8.7 relative_energy_kj_mol=40.6 orbital_gap_ev=3.59 spin_multiplicity=1 total_charge=+1 e_tot_ev=-51151.0683 e_lumo_ev=-5.11
C 1.435 2.950 1.798 -1.062
O 0.673 1.937 2.526 -0.485
C 0.709 0.604 2.206 0.152
C -0.561 -0.122 2.386 0.349
C -0.945 -1.162 1.514 0.522
C -2.155 -1.822 1.705 -1.260
C -2.999 -1.448 2.753 -0.623
C -2.634 -0.396 3.597 -0.784
C -1.437 0.289 3.407 -0.290
C 1.973 -0.030 2.266 -0.073
N 2.257 -1.218 2.902 0.060
C 1.236 -2.074 3.497 -1.046
C 3.602 -1.499 3.016 0.268
C 4.055 -2.773 3.649 -1.752
C 4.387 -0.478 2.574 1.078
C 5.853 -0.365 2.777 -1.525
S 3.484 0.749 1.805 -0.280
H 2.320 3.208 2.394 0.358
H 1.722 2.623 0.784 0.438
H 0.763 3.816 1.724 0.325
H -0.283 -1.434 0.690 0.760
H -2.448 -2.614 1.019 0.455
H -3.948 -1.961 2.896 0.402
H -3.293 -0.070 4.402 0.425
H -1.142 1.136 4.035 0.450
H 1.704 -2.801 4.166 0.473
H 0.527 -1.484 4.087 0.385
H 0.696 -2.644 2.733 0.311
H 5.133 -2.878 3.498 0.328
H 3.883 -2.802 4.736 0.337
H 3.577 -3.656 3.203 0.401
H 6.306 -1.355 2.795 0.396
H 6.318 0.220 1.983 0.396
H 6.089 0.121 3.731 0.266
C -2.279 -3.544 -5.848 -0.509
C -2.596 -2.183 -5.907 -0.448
C -1.616 -1.213 -5.673 -0.389
C -0.319 -1.643 -5.382 0.361
O 0.676 -0.726 -5.002 -0.496
C 0.478 -0.046 -3.800 -0.158
C 0.920 -0.619 -2.601 -0.741
C 0.598 -0.013 -1.404 -0.269
C -0.248 1.138 -1.370 -0.108
C -0.751 1.645 -0.145 0.796
C -1.843 2.555 -0.035 0.364
C -1.954 3.462 1.064 -0.152
C -2.815 4.547 0.988 -0.890
C -3.687 4.705 -0.104 -0.408
C -3.736 3.695 -1.080 -0.712
C -2.853 2.631 -1.036 -0.616
C -0.511 1.783 -2.618 -0.780
C -0.186 1.179 -3.818 -0.274
C 0.034 -2.994 -5.389 -0.245
C -0.967 -3.946 -5.575 -0.404
H -3.054 -4.291 -6.020 0.380
H -3.610 -1.859 -6.144 0.360
H -1.829 -0.143 -5.723 0.378
H 1.497 -1.542 -2.634 0.514
H 0.971 -0.421 -0.464 0.335
H -0.255 1.351 0.736 0.335
H -1.315 3.317 1.937 0.594
H -2.824 5.297 1.782 0.421
H -4.337 5.581 -0.179 0.412
H -4.470 3.753 -1.881 0.418
H -2.902 1.849 -1.791 0.663
H -0.978 2.766 -2.628 0.691
H -0.465 1.626 -4.773 0.621
H 1.079 -3.262 -5.219 0.442
H -0.705 -5.004 -5.520 0.362

(11)
41
Properties=species:S:1:pos:R:3:mulliken_charge:R:1 method="wB97M-V/def2-TZVPD" homo_ev="-6.0 / -7.4" relative_energy_kj_mol=327.2 orbital_gap_ev="5.30 / 6.28" spin_multiplicity=3 e_tot_ev=-36791.4947 e_lumo_ev="-0.67 / -1.11"
C 1.801 2.754 0.874 -1.011
C 2.586 1.214 -0.008 -1.128
H 1.633 3.640 0.309 0.279
H 2.876 2.880 1.015 0.371
H 1.491 2.599 1.876 0.510
H 2.149 0.324 0.483 -0.141
H 2.695 1.284 -1.084 0.524
H 3.552 1.232 0.526 0.548
C -2.334 1.638 -0.541 -0.259
C -3.523 1.403 -1.226 -0.772
C -3.562 0.428 -2.222 -0.560
C -2.401 -0.262 -2.529 -0.748
H -2.216 2.424 0.196 0.511
H -4.389 1.997 -0.967 0.400
H -4.478 0.200 -2.755 0.419
H -2.363 -1.055 -3.273 0.341
N -1.242 0.915 -0.825 0.236
C -1.225 0.005 -1.820 0.884
C -0.023 -0.821 -1.930 0.497
N 0.982 -0.510 -1.092 -0.063
C 2.020 -1.340 -0.929 -0.094
C 1.043 -2.930 -2.437 -0.470
C 2.050 -2.585 -1.535 -0.822
H 2.865 -1.062 -0.296 0.400
H 2.871 -3.246 -1.291 0.410
C 0.016 -2.024 -2.642 -0.944
H -0.822 -2.240 -3.298 0.290
H 1.050 -3.884 -2.955 0.432
Pt 0.623 1.473 0.066 1.231
I 0.061 3.740 -1.455 -0.489
O -1.227 -1.482 0.546 -0.566
C -0.801 -0.934 1.549 0.286
C -1.018 -1.455 2.955 -0.517
C -0.064 -0.679 3.826 -0.502
C 0.590 0.345 2.914 0.350
O 1.478 1.097 3.251 -0.663
N 0.011 0.204 1.641 -0.210
H -2.066 -1.289 3.234 0.235
H -0.832 -2.534 2.962 0.283
H -0.577 -0.154 4.636 0.255
H 0.719 -1.314 4.250 0.265